1.
{"formula": "C25H20FeN6O2S", "method": "wB97M-V/def2-TZVPD", "symbols": ["Fe", "O", "C", "N", "C", "C", "C", "C", "C", "C", "N", "C", "O", "C", "C", "C", "C", "C", "N", "C", "C", "C", "C", "C", "N", "H", "H", "H", "H", "H", "H", "H", "H", "H", "H", "H", "H", "N", "C", "S", "N", "C", "C", "C", "C", "C", "C", "H", "H", "H", "H", "H", "H", "H", "H"], "xyz": [[0.118, -0.092, -0.286], [1.631, -1.192, -3.808], [1.404, -1.022, -2.639], [1.048, 0.164, -1.993], [2.073, 1.101, -1.936], [2.932, 1.432, -2.996], [3.836, 2.453, -2.826], [3.918, 3.153, -1.607], [3.122, 2.810, -0.543], [2.230, 1.731, -0.679], [1.468, 1.203, 0.351], [0.906, 2.181, 1.192], [1.447, 2.784, 2.076], [-0.519, 2.443, 0.772], [-1.220, 3.553, 1.191], [-2.456, 3.803, 0.612], [-2.934, 2.935, -0.355], [-2.181, 1.824, -0.696], [-0.993, 1.581, -0.140], [1.592, -2.110, -1.613], [2.288, -3.266, -1.894], [2.589, -4.123, -0.846], [2.170, -3.794, 0.433], [1.456, -2.622, 0.627], [1.175, -1.793, -0.377], [2.830, 0.922, -3.943], [4.477, 2.740, -3.648], [4.634, 3.957, -1.502], [3.216, 3.310, 0.411], [-0.779, 4.201, 1.936], [-3.031, 4.672, 0.902], [-3.883, 3.104, -0.843], [-2.531, 1.105, -1.425], [2.599, -3.452, -2.913], [3.156, -5.028, -1.022], [2.404, -4.423, 1.281], [1.109, -2.325, 1.609], [-1.959, -3.065, 2.284], [-1.787, -2.734, 0.997], [-1.857, -1.063, 0.614], [-1.631, -3.749, 0.150], [-1.393, -3.804, -1.259], [-1.842, -2.849, -2.161], [-1.552, -3.008, -3.509], [-0.845, -4.111, -3.962], [-0.442, -5.082, -3.058], [-0.714, -4.929, -1.708], [-2.151, -2.324, 2.937], [-2.095, -4.016, 2.590], [-1.591, -4.664, 0.579], [-2.418, -2.004, -1.825], [-1.885, -2.256, -4.212], [-0.623, -4.219, -5.014], [0.089, -5.961, -3.399], [-0.386, -5.682, -1.000]], "homo_lumo_gap_ha": [0.23785, 0.22508], "e_lumo_ev": [-3.43, -3.76], "homo_ev": [-9.903, -9.880], "total_charge": 1, "spin_multiplicity": 2}


2.
{"formula": "C7H7N", "method": "wB97M-V/def2-TZVPD", "symbols": ["C", "C", "C", "N", "C", "C", "H", "H", "H", "H", "H", "C", "C", "H", "H"], "xyz": [[-2.590, 0.092, 0.099], [-2.051, -1.166, -0.091], [-0.756, -1.205, -0.307], [-0.016, -0.084, -0.461], [-0.406, 1.135, -0.233], [-1.758, 1.137, 0.259], [-3.599, 0.434, 0.426], [-2.582, -2.131, 0.033], [-0.237, -2.165, -0.292], [0.067, 2.214, -0.144], [-2.234, 2.178, 0.452], [3.919, -0.571, 0.426], [4.129, 0.412, -0.245], [3.705, -1.465, 1.023], [4.409, 1.185, -0.946]], "homo_lumo_gap_ha": 0.36649, "e_lumo_ev": 0.96, "homo_ev": -9.009, "total_charge": 0, "smiles": "c1ccncc1.C#C"}


3.
{"formula": "C8H13N4", "method": "wB97M-V/def2-TZVPD", "symbols": ["C", "C", "C", "C", "C", "C", "C", "C", "N", "N", "N", "N", "H", "H", "H", "H", "H", "H", "H", "H", "H", "H", "H", "H", "H"], "xyz": [[-2.761, -0.738, -0.498], [-2.780, 0.617, -0.829], [-1.659, -1.320, 0.005], [-1.622, 1.341, -0.377], [-0.607, -0.627, 0.482], [-0.544, 0.793, 0.304], [0.562, -1.320, 1.174], [2.345, 0.904, -0.857], [0.424, 1.479, 0.911], [2.792, -0.237, -1.054], [0.389, 2.727, 1.071], [1.194, -2.099, 0.091], [-3.583, -1.325, -0.841], [-3.646, 1.179, -1.088], [-1.754, -2.460, -0.109], [-1.876, 2.402, -0.488], [1.217, -0.598, 1.459], [0.240, -2.072, 1.988], [2.668, 1.670, -1.521], [3.590, -0.381, -1.630], [2.245, -1.026, -0.625], [-0.449, 3.253, 0.617], [1.035, 3.034, 1.761], [2.012, -2.525, 0.482], [0.567, -2.670, -0.430]], "homo_lumo_gap_ha": [0.21818, 0.24322], "e_lumo_ev": [-5.10, -4.92], "homo_ev": [-11.033, -11.537], "total_charge": 1}


4.
{"formula": "C4H10N2", "method": "wB97M-V/def2-TZVPD", "symbols": ["C", "C", "C", "N", "C", "N", "H", "H", "H", "H", "H", "H", "H", "H", "H", "H"], "xyz": [[-0.008, -1.608, -0.759], [-0.468, -0.489, 0.171], [-1.970, -0.257, 0.034], [0.213, 0.756, -0.204], [1.299, 0.984, 0.438], [2.059, 2.085, 0.217], [-0.524, -2.545, -0.528], [-0.204, -1.359, -1.808], [1.068, -1.780, -0.657], [-0.258, -0.770, 1.211], [-2.297, 0.550, 0.698], [-2.531, -1.161, 0.296], [-2.239, 0.028, -0.989], [1.715, 0.318, 1.215], [1.583, 2.784, -0.343], [2.562, 2.463, 1.010]], "homo_lumo_gap_ha": 0.36895, "e_lumo_ev": 1.10, "homo_ev": -8.938, "total_charge": 0, "smiles": "CC(C)/N=C/N"}


5.
{"formula": "C14H14BCl4NO", "method": "wB97M-V/def2-TZVPD", "symbols": ["Cl", "B", "Cl", "Cl", "O", "C", "C", "C", "C", "C", "Cl", "C", "C", "H", "H", "H", "H", "H", "C", "C", "C", "C", "C", "N", "C", "C", "H", "H", "H", "H", "H", "H", "H", "H", "H"], "xyz": [[3.610, 2.374, -2.993], [2.810, 0.728, -2.899], [2.739, -0.098, -4.565], [3.649, -0.401, -1.634], [1.408, 0.947, -2.427], [0.569, -0.003, -2.247], [-0.830, 0.273, -2.489], [-1.728, -0.803, -2.641], [-3.055, -0.571, -2.997], [-3.496, 0.740, -3.237], [-5.126, 1.045, -3.680], [-2.621, 1.822, -3.039], [-1.296, 1.596, -2.689], [0.925, -1.042, -2.170], [-1.361, -1.812, -2.462], [-3.765, -1.384, -3.109], [-2.992, 2.831, -3.176], [-0.613, 2.435, -2.566], [0.970, -1.145, 5.359], [1.971, -0.517, 4.601], [1.718, -0.113, 3.280], [0.456, -0.321, 2.709], [0.118, 0.246, 1.335], [0.803, -0.308, 0.164], [-0.535, -0.975, 3.458], [-0.285, -1.373, 4.776], [1.157, -1.423, 6.400], [2.947, -0.323, 5.054], [2.501, 0.400, 2.711], [-0.959, 0.103, 1.163], [0.308, 1.330, 1.332], [0.832, -1.322, 0.220], [1.762, 0.041, 0.084], [-1.520, -1.128, 3.007], [-1.073, -1.848, 5.364]], "homo_lumo_gap_ha": 0.29491, "e_lumo_ev": -1.49, "homo_ev": -9.519, "total_charge": 0}


6.
{"formula": "C3H4ClO3", "method": "wB97M-V/def2-TZVPD", "symbols": ["C", "C", "C", "O", "O", "O", "Cl", "H", "H", "H", "H"], "xyz": [[0.066, 1.432, 0.412], [0.800, -1.091, -0.147], [0.815, 0.391, -0.577], [-1.166, 1.263, 0.427], [0.733, 2.290, 0.908], [1.373, 0.782, -1.555], [-2.837, -1.006, 0.534], [1.364, -1.581, -0.987], [1.221, -1.209, 0.791], [-0.250, -1.450, -0.275], [-2.118, 0.179, 0.469]], "homo_lumo_gap_ha": 0.30799, "e_lumo_ev": 3.84, "homo_ev": -4.540, "total_charge": -1}


| no. | E (eV) |
| --- | --- |
| 1 | -84503.082 |
| 2 | -8858.395 |
| 3 | -14455.606 |
| 4 | -7290.359 |
| 5 | -69052.647 |
| 6 | -21843.007 |